No. 1
The following is a quantum chemistry calculation of 2 unconnected molecules or ions with the total composition C3H3ClS, from OMol25.

LUMO (spin up / spin down)   -1.46 / -1.46 eV
Kohn-Sham gap (spin up / spin down)   7.172 / 7.171 eV
Electronic energy   -26512.62779 eV

Last column: Löwdin charge in e.
Atoms and positions in Å:
C -1.008 -0.638 0.250  0.03
C 0.836 0.814 -0.135  -0.78
C 0.322 -0.466 -0.001  -0.79
S 2.138 1.739 -0.257  0.70
Cl 1.376 -1.900 0.277  0.59
H -1.402 -1.621 0.268  0.06
H -1.551 0.281 0.096  0.02
H -0.712 1.791 -0.498  0.17

***

No. 2
The following is a quantum chemistry calculation of a molecular structure, C3H3CoO3, from OMol25.

LUMO (spin up / spin down)   -3.76 / -7.97 eV
<S²>   8.769
2S+1   6
Kohn-Sham gap (spin up / spin down)   7.968 / 8.704 eV
Electronic energy   -46917.70029 eV
Total charge   +1

Last column: Löwdin charge in e.
Atoms and positions in Å:
C -1.041 -1.443 0.856  0.22
C -0.539 -0.193 0.851  -0.21
O 0.738 0.122 0.771  -0.26
Co 1.683 1.610 0.847  0.90
H -0.387 -2.318 0.842  0.12
H -2.120 -1.591 0.889  0.11
H -1.245 0.653 0.910  0.14
O 1.921 1.040 -1.318  0.07
C 0.941 1.029 -1.959  -0.38
O 0.049 1.090 -2.688  0.28

***

No. 3
The following is a quantum chemistry calculation of a molecular structure, C3H3CuO3, from OMol25.

LUMO (spin up / spin down)   -5.86 / -5.87 eV
<S²>   0.753
2S+1   2
Kohn-Sham gap (spin up / spin down)   6.121 / 9.964 eV
Electronic energy   -53931.71046 eV
Total charge   +1

Last column: Löwdin charge in e.
Atoms and positions in Å:
O 0.267 -1.048 0.409  0.12
Cu 3.678 0.476 -0.712  0.81
O 2.139 0.166 0.497  0.08
C 0.941 0.051 0.578  -0.47
O 0.156 1.175 0.197  0.08
C -1.162 -0.709 -0.015  -0.01
H -1.810 -1.124 0.768  0.14
H -1.350 -1.198 -0.982  0.14
C -1.124 0.776 -0.065  -0.03
H -1.736 1.435 -0.675  0.14

***

No. 4
The following is a quantum chemistry calculation of 2 unconnected molecules or ions with the total composition C3H3F, from OMol25.

LUMO (spin up / spin down)   -2.79 / -2.79 eV
Kohn-Sham gap (spin up / spin down)   7.708 / 7.703 eV
Electronic energy   -5868.92628 eV

Last column: Löwdin charge in e.
Atoms and positions in Å:
C 0.395 -0.193 -0.711  0.08
C -0.613 -0.129 0.056  0.08
C 0.494 0.226 0.897  0.02
F -2.694 -0.588 -0.994  -0.44
H 0.709 -0.244 -1.721  0.10
H 1.147 -0.322 1.523  0.09
H 0.562 1.251 0.949  0.06

***

No. 5
The following is a quantum chemistry calculation of 2 unconnected molecules or ions with the total composition C3H3F, from OMol25.

LUMO (spin up / spin down)   -0.03 / -0.49 eV
Kohn-Sham gap (spin up / spin down)   8.047 / 7.913 eV
Electronic energy   -5869.17308 eV

Last column: Löwdin charge in e.
Atoms and positions in Å:
C -0.293 -0.204 -0.479  -0.03
C 2.077 0.402 0.670  0.15
C -1.241 -0.021 0.343  -0.13
F 2.568 0.110 -0.523  -0.11
H 0.158 -0.517 -1.446  0.05
H -1.066 0.332 1.376  0.06
H -2.203 -0.102 0.060  0.00

***

No. 6
The following is a quantum chemistry calculation of 2 unconnected molecules or ions with the total composition C3H3F2IO, from OMol25.

LUMO   0.14 eV
Kohn-Sham gap   8.281 eV
Electronic energy   -18736.72939 eV

Last column: Löwdin charge in e.
Atoms and positions in Å:
C 0.905 -0.552 0.360  -0.69
C 1.284 1.637 1.682  -0.04
C -1.124 -0.659 -0.883  -0.07
O -0.337 -0.491 0.223  -0.21
F 0.172 1.594 2.419  0.01
F 0.818 1.952 0.431  -0.07
I 2.352 -1.343 -0.872  0.80
H -1.175 0.250 -1.387  0.09
H -2.153 -0.967 -0.520  0.13
H -0.742 -1.421 -1.454  0.05

***

No. 7
The following is a quantum chemistry calculation of a gas-phase ion, C3H3F2O4P (charge -2), from OMol25.

SMILES string   C=CC(F)(F)OP(=O)([O-])[O-]
LUMO   6.80 eV
Kohn-Sham gap   6.822 eV
Electronic energy   -26074.28654 eV
Total charge   -2

Last column: Löwdin charge in e.
Atoms and positions in Å:
C -0.649 -0.156 -2.012  -0.07
C -0.459 0.351 -0.744  -0.20
C 0.906 0.436 -0.208  -0.58
F 1.634 -0.668 -0.654  0.03
F 1.609 1.446 -0.737  0.06
O 1.133 0.620 1.278  -0.18
P -0.155 -0.325 2.047  0.10
O -0.811 -0.813 0.787  -0.34
O 0.486 -1.406 2.908  -0.45
O -1.088 0.661 2.786  -0.48
H -1.477 -0.258 -2.612  -0.04
H 0.055 -0.979 -2.399  0.05
H -1.185 1.091 -0.441  0.11

***

No. 8
The following is a quantum chemistry calculation of 2 unconnected molecules or ions with the total composition C3H3F3, from OMol25.

LUMO   -1.53 eV
Kohn-Sham gap   9.190 eV
Electronic energy   -11307.20261 eV

Last column: Löwdin charge in e.
Atoms and positions in Å:
C -0.112 -0.208 0.254  0.08
C 1.013 -0.148 0.953  -0.38
C -0.571 0.018 -1.145  -0.07
F -1.565 0.299 1.715  -0.32
F 0.966 -0.085 2.260  0.16
F 2.202 -0.347 0.418  0.16
H -1.011 1.137 -1.286  0.14
H -1.331 -0.760 -1.326  0.08
H 0.410 0.093 -1.843  0.15

***

No. 9
The following is a quantum chemistry calculation of C3H3F3O in the gas phase, from OMol25.

SMILES string   FC(F)(F)[C@@H]1CO1
LUMO   0.98 eV
Kohn-Sham gap   12.114 eV
Electronic energy   -13358.18263 eV

Last column: Löwdin charge in e.
Atoms and positions in Å:
F 1.024 -1.291 1.118  0.11
C -0.229 -1.110 0.582  -0.53
F -0.667 -2.264 0.090  0.16
F -1.042 -0.622 1.587  0.12
C -0.121 -0.086 -0.566  -0.16
C 0.349 1.390 -0.279  -0.04
O -0.942 1.031 -0.752  -0.02
H 0.123 -0.622 -1.481  0.15
H 1.002 1.879 -1.023  0.12
H 0.505 1.695 0.723  0.10

***

No. 10
The following is a quantum chemistry calculation of a molecular structure, C3H3F7N2, from OMol25.

LUMO   0.71 eV
Kohn-Sham gap   10.210 eV
Electronic energy   -25159.84046 eV

Last column: Löwdin charge in e.
Atoms and positions in Å:
C 0.438 -0.090 -0.594  -0.20
C 0.655 -1.467 0.041  -0.57
C 1.125 0.969 0.133  -0.60
N -1.990 0.866 0.260  -0.02
N -1.478 0.140 -0.695  0.02
F 0.797 -0.100 -1.903  0.10
F -0.272 -1.757 1.011  0.10
F 0.378 -2.397 -0.828  0.19
F 1.843 -1.680 0.650  0.16
F 2.408 1.021 -0.113  0.21
F 0.920 0.940 1.508  0.12
F 0.528 2.108 -0.206  0.16
H -1.754 0.577 1.197  0.10
H -1.980 1.818 0.130  0.07
H -1.617 -0.947 -0.589  0.14

***

No. 11
The following is a quantum chemistry calculation of a gas-phase ion, C3H3FIO2 (charge -1), from OMol25.

SMILES string   C[C@@](F)(I)C(=O)[O-]
LUMO   3.05 eV
Kohn-Sham gap   7.794 eV
Electronic energy   -18074.17168 eV
Total charge   -1

Last column: Löwdin charge in e.
Atoms and positions in Å:
C -0.926 -0.235 -0.651  -0.15
C 0.177 -0.396 0.416  -0.78
F -0.433 -0.984 1.502  -0.11
I 1.539 -1.982 -0.245  0.72
C 0.927 1.055 0.514  -0.78
O 2.145 0.939 0.377  -0.11
O 0.161 1.993 0.682  -0.02
H -1.294 -1.120 -1.251  0.06
H -1.809 0.177 -0.029  0.10
H -0.488 0.553 -1.314  0.08

***

No. 12
The following is a quantum chemistry calculation of C3H3FN2 in the gas phase, from OMol25.

SMILES string   [H]/N=C/N(F)C#C
LUMO   0.88 eV
Kohn-Sham gap   10.369 eV
Electronic energy   -8851.23334 eV

Last column: Löwdin charge in e.
Atoms and positions in Å:
H 2.230 0.036 0.098  0.08
N 1.241 -0.003 0.347  0.11
C 0.543 0.988 0.211  -0.13
N -1.154 0.893 0.557  0.00
F -1.718 1.876 -0.369  -0.11
C -1.558 -0.315 0.185  -0.25
C -2.022 -1.414 0.216  0.15
H 0.875 2.018 -0.221  0.14
H -2.191 -2.345 -0.191  0.01

***

No. 13
The following is a quantum chemistry calculation of C3H3FN2O in the gas phase, from OMol25.

SMILES string   FCc1cnon1
LUMO   0.45 eV
Kohn-Sham gap   11.599 eV
Electronic energy   -10901.95174 eV

Last column: Löwdin charge in e.
Atoms and positions in Å:
F -2.345 0.519 -0.004  -0.03
C -1.573 -0.630 0.005  -0.16
C -0.179 -0.247 -0.018  -0.30
C 0.391 1.025 0.006  -0.08
N 1.705 0.913 -0.015  0.09
O 1.932 -0.424 -0.003  -0.09
N 0.781 -1.156 0.015  0.14
H -1.808 -1.239 -0.903  0.14
H -1.720 -1.272 0.906  0.14
H -0.061 2.045 0.102  0.14

***

No. 14
The following is a quantum chemistry calculation of 2 unconnected molecules or ions with the total composition C3H3FN2O3, from OMol25.

SMILES string   Fc1cnoc1.O=NO
LUMO   -0.10 eV
Kohn-Sham gap   9.871 eV
Electronic energy   -14994.35664 eV

Last column: Löwdin charge in e.
Atoms and positions in Å:
F -0.574 0.806 1.051  0.06
C -1.078 -0.092 0.192  -0.26
C -1.586 0.099 -1.077  -0.07
N -2.085 -1.021 -1.505  0.06
O -1.886 -1.961 -0.564  -0.04
C -1.261 -1.442 0.499  -0.01
H -1.630 0.884 -1.728  0.10
H -0.999 -2.193 1.263  0.15
O 3.923 -1.182 -0.375  0.05
N 3.152 -0.498 0.213  -0.09
O 3.210 0.909 -0.039  -0.01
H 2.836 1.371 0.682  0.06

***

No. 15
The following is a quantum chemistry calculation of C3H3FN2S in the gas phase, from OMol25.

SMILES string   Cc1snnc1F
LUMO   0.17 eV
Kohn-Sham gap   9.710 eV
Electronic energy   -19690.49399 eV

Last column: Löwdin charge in e.
Atoms and positions in Å:
C 0.046 0.271 -1.509  -0.10
C -0.306 -0.027 -0.117  -0.53
S -1.758 -0.468 0.582  1.04
N -1.202 -0.511 2.090  -0.38
N 0.113 -0.299 2.163  -0.02
C 0.682 -0.060 1.020  -0.39
F 1.963 0.319 0.986  0.09
H -0.920 0.527 -2.054  0.11
H 0.867 0.939 -1.326  0.08
H 0.514 -0.690 -1.835  0.10

***

No. 16
The following is a quantum chemistry calculation of a molecular structure, C3H3FNO2, from OMol25.

LUMO   4.24 eV
Kohn-Sham gap   8.760 eV
Electronic energy   -11459.80383 eV
Total charge   -1

Last column: Löwdin charge in e.
Atoms and positions in Å:
C 1.523 -1.773 0.061  -0.81
C 0.006 0.468 -0.023  -0.17
C 0.267 -0.992 0.370  -0.01
N 0.248 0.530 1.446  0.00
O 1.216 -2.968 0.023  -0.06
O 2.561 -1.225 -0.243  -0.03
F -1.020 0.589 2.077  -0.18
H 0.906 0.794 -0.374  0.06
H -0.968 0.766 -0.396  0.10
H -0.404 -1.706 0.815  0.10

***

No. 17
The following is a quantum chemistry calculation of C3H3FO in the gas phase, from OMol25.

LUMO   0.44 eV
Kohn-Sham gap   9.223 eV
Electronic energy   -7917.44173 eV

Last column: Löwdin charge in e.
Atoms and positions in Å:
C 1.169 -1.202 -0.206  0.07
C -1.184 -0.320 0.265  -0.02
C -0.163 0.539 -0.064  -0.28
O 1.127 0.025 0.193  -0.10
F -2.380 0.142 -0.165  0.00
H 2.161 -1.526 0.075  0.02
H -0.189 1.203 -0.902  0.14
H -0.541 1.139 0.804  0.17

***

No. 18
The following is a quantum chemistry calculation of a molecular structure, C3H3FO2Yb, from OMol25.

LUMO (spin up / spin down)   -4.20 / -4.54 eV
<S²>   0.751
2S+1   2
Kohn-Sham gap (spin up / spin down)   5.987 / 9.101 eV
Electronic energy   -41488.80235 eV
Total charge   +1

Last column: Löwdin charge in e.
Atoms and positions in Å:
H -0.034 1.937 0.201  0.15
F -0.278 0.562 2.174  0.01
O 0.096 -1.085 0.604  0.01
O 0.215 0.003 -1.208  -0.05
C -0.695 0.078 0.855  -0.22
C -0.310 0.985 -0.270  -0.07
C 0.839 -0.900 -0.489  -0.19
H -1.748 -0.188 0.977  0.18
H -0.653 1.629 -1.202  0.20
Yb 2.566 -3.022 -1.643  0.99

***

No. 19
The following is a quantum chemistry calculation of a molecular structure, C3H3FO3, from OMol25.

LUMO   0.58 eV
Kohn-Sham gap   11.111 eV
Electronic energy   -12013.84734 eV

Last column: Löwdin charge in e.
Atoms and positions in Å:
C -1.434 -0.295 1.568  0.04
C -0.255 0.011 1.166  -0.22
C 0.123 0.314 -0.787  -0.34
O -0.641 0.648 -1.675  0.09
O 2.142 -0.025 -1.923  0.03
O 1.369 -0.007 -0.783  -0.03
F 0.861 0.250 1.814  0.08
H -1.600 -0.696 2.617  0.11
H -2.036 -0.500 0.671  0.08
H 1.472 0.301 -2.666  0.17

***

No. 20
The following is a quantum chemistry calculation of C3H3FOS in the gas phase, from OMol25.

SMILES string   F/C=C/OC=S
LUMO   0.15 eV
Kohn-Sham gap   9.290 eV
Electronic energy   -18757.73458 eV

Last column: Löwdin charge in e.
Atoms and positions in Å:
F -2.514 -0.633 -0.060  0.02
C -1.211 -0.420 -0.314  -0.11
C -0.664 0.763 -0.096  -0.10
O 0.691 0.886 -0.342  -0.10
C 1.499 -0.002 0.242  -0.78
S 2.998 -0.405 -0.190  0.70
H -0.717 -1.311 -0.737  0.15
H -1.180 1.603 0.310  0.13
H 1.099 -0.481 1.186  0.09

***

Energy relative to the best compared isomer or geometry (same formula, charge and spin) for the records above, in order: 76.9 0.0 31.5 127.6 121.9 110.4 15.4 100.4 29.2 0.0 0.0 134.8 67.7 0.0 44.8 66.6 135.0 24.9 123.8 30.1 kcal per mole